{
  "formula": "C41H42AsN5O10P2Ti",
  "method": "ωB97M-V with the def2-TZVPD basis set",
  "lumo_energy_ev": -1.32,
  "gap_ev": 3.7,
  "species": ["C", "C", "O", "C", "C", "H", "H", "C", "C", "H", "H", "O", "H", "H", "H", "C", "H", "H", "Ti", "C", "N", "H", "P", "N", "C", "O", "H", "C", "C", "O", "H", "C", "C", "H", "C", "H", "H", "H", "H", "C", "As", "P", "O", "C", "C", "O", "C", "C", "H", "C", "H", "H", "C", "C", "O", "C", "N", "C", "C", "H", "O", "H", "C", "C", "C", "N", "H", "H", "C", "H", "C", "C", "H", "H", "H", "H", "C", "H", "H", "O", "H", "C", "C", "H", "C", "H", "H", "N", "H", "H", "H", "C", "C", "O", "C", "H", "H", "C", "C", "H", "C", "H"],
  "positions_angstrom": [[-1.3191, -4.4087, -1.9111], [-5.0938, -0.8673, -1.1902], [1.3161, -2.4044, -3.4537], [-0.2661, 6.9299, 1.8733], [0.6350, 5.8881, 2.0629], [4.8154, 0.5484, 1.1061], [0.7088, 2.1075, -0.7248], [0.8210, 2.5393, -2.8333], [-0.7967, -6.4794, -3.8187], [-0.5992, -7.2144, -4.5635], [-1.0501, -5.0410, -5.2945], [1.3792, 0.2366, -0.4027], [4.1196, 2.2749, -1.9231], [-3.6406, 1.6172, 0.5597], [1.5453, 4.4481, -3.4608], [-1.5695, -3.4461, 1.0993], [-0.2287, 4.2184, -3.4313], [4.9535, -2.4617, 0.1634], [1.1484, -1.0958, -2.0699], [-2.8537, -3.4891, 1.7492], [2.8732, -1.4407, -1.1555], [-1.7889, -0.0146, 0.5206], [-0.6168, 1.4375, -3.2276], [3.3133, -0.7533, -0.0959], [2.4251, 0.1103, 0.3471], [-0.8810, 1.4483, -4.7139], [1.5837, 5.8486, 1.5297], [-1.0449, -5.7719, -1.5559], [-2.7793, 2.6410, 5.2252], [-1.7275, 2.2786, -2.3047], [2.9111, -2.6000, -5.8135], [2.1492, 1.9431, 3.6652], [2.7054, -3.4222, -5.1391], [-2.7642, 6.6043, 5.0211], [-1.3055, -4.1642, -3.3122], [0.7286, 1.5332, 2.1023], [0.3818, -4.6543, 3.5576], [-4.3078, -2.8628, -1.4501], [1.3997, 2.3557, 4.3333], [5.0500, -2.5579, -0.9428], [-1.4560, -2.9258, -0.7290], [2.4663, 1.6671, -3.1954], [3.1528, 2.2328, -4.3720], [-3.7340, 0.6816, 0.0094], [0.7207, 3.7553, -3.6697], [-1.3739, 2.6905, 3.2478], [2.4799, -2.9354, -3.7345], [-0.7365, -6.7762, -2.4486], [-3.6939, -3.0012, 1.2096], [-1.0980, 5.3256, 3.2195], [5.4758, -3.5099, -1.2297], [-5.6738, 1.1241, -0.8070], [3.5525, -3.0435, -2.8400], [3.6993, -2.4210, -1.5846], [-0.3952, 0.1042, -2.4246], [4.1058, 0.9947, 1.8449], [0.7861, 2.9369, -1.3524], [-2.9339, -4.0472, 3.0163], [-1.9668, 3.2804, 4.1971], [5.5761, 1.4374, 3.3769], [2.2046, 0.1365, -3.2159], [-1.4660, -3.1343, -3.6659], [-2.8522, -1.4753, -0.6664], [-3.4332, 4.8398, 5.9923], [-3.4466, 3.4388, 6.1215], [-1.3794, 6.5505, 2.6222], [4.3606, -3.6439, -3.2535], [-0.2585, 7.7563, 1.1342], [3.5154, 1.9856, 3.9602], [-2.8015, 1.5475, 5.2565], [-0.3902, -3.8467, 1.7218], [-4.8686, 0.4018, -0.6996], [-2.2117, 7.0815, 2.6796], [1.6980, 3.3760, -1.1491], [-3.9789, 3.0433, 6.9318], [0.5931, -3.8224, 1.2410], [2.7473, 0.9376, 1.5182], [3.8761, 2.3075, 4.9292], [-6.0508, -1.1433, -1.5159], [3.2086, 2.0013, -1.7094], [0.8144, 3.4588, -4.7260], [-4.1147, -1.8159, -1.1105], [1.7495, 1.4876, 2.4180], [-0.3505, -7.7032, -2.0809], [-1.9338, 4.7195, 4.1980], [3.5963, -4.0773, -5.1071], [5.7559, -1.7538, -1.2607], [0.1482, 4.9494, 2.8355], [-2.6302, 2.2117, -2.6325], [-0.0204, 3.5000, -1.1274], [-1.2179, -5.9797, -0.4856], [-1.7864, -4.4836, 3.6562], [-2.6885, 5.5079, 5.0381], [0.0903, -2.1224, -0.9189], [-2.7078, -0.2743, 0.0103], [1.8769, -3.9635, -5.6441], [-3.8882, -4.1149, 3.4968], [-0.5577, -4.3343, 3.0612], [4.5189, 1.4990, 3.0923], [-1.8480, -4.7412, 4.7364], [-1.1100, -5.1649, -4.2235], [-4.0462, 5.4267, 6.6802]]
}


{
  "formula": "C41H42MnP2",
  "method": "ωB97M-V with the def2-TZVPD basis set",
  "spin_multiplicity": 6,
  "lumo_energy_ev": [-0.06, -0.11],
  "s_squared": 8.77,
  "gap_ev": [6.1, 7.4],
  "species": ["C", "C", "H", "H", "C", "C", "C", "P", "H", "C", "H", "H", "C", "C", "H", "H", "C", "P", "H", "C", "H", "C", "C", "H", "H", "H", "C", "C", "H", "H", "C", "C", "C", "H", "H", "C", "C", "C", "H", "H", "C", "H", "H", "H", "H", "H", "C", "C", "H", "C", "C", "H", "C", "H", "H", "C", "C", "C", "H", "C", "H", "C", "H", "C", "H", "Mn", "C", "H", "H", "H", "C", "H", "C", "C", "H", "H", "C", "C", "H", "C", "H", "H", "C", "H", "C", "H"],
  "positions_angstrom": [[1.9850, 1.9660, -6.4883], [2.4173, -0.0797, -11.3081], [-4.0313, 2.0643, -1.8024], [-2.5996, -3.9650, -7.2158], [0.4209, -4.8228, -10.0649], [0.6221, -3.9858, -8.9720], [2.0175, -0.3112, -9.9812], [-0.0906, -1.8444, -7.3097], [-2.2685, -0.7818, 0.1424], [-2.3798, 2.1400, -3.1845], [1.0853, -5.6749, -10.2206], [-0.0125, -1.3223, -4.8588], [-1.4008, 3.0690, -2.4686], [-0.6260, -4.5546, -10.9632], [-0.4134, 3.7820, -0.7807], [4.6799, 3.4042, -5.0214], [0.5739, -2.0151, -0.5632], [1.5115, 0.3598, -7.2560], [-3.1658, -0.7513, -2.0456], [-2.9669, -3.8836, -5.0795], [-3.0800, -3.5388, -2.9313], [3.3174, 2.1692, -6.1334], [3.6801, 3.3139, -5.4280], [-0.3308, 1.5400, -8.5133], [0.2443, -2.8803, 0.0099], [-2.7635, 1.3209, 1.4230], [-0.2494, -2.9023, -8.7748], [3.3937, 2.0039, -10.6620], [-2.1032, -0.3128, -7.5109], [-0.7771, -5.2036, -11.8317], [-2.2545, -3.5992, -6.2389], [-1.5131, -3.4853, -10.7482], [0.9774, 0.3601, -2.0235], [-2.9243, 2.7704, -3.9178], [1.4401, -4.1350, -8.2580], [-1.3267, -2.6510, -9.6377], [0.7478, -2.0276, -1.9485], [1.0407, 2.9916, -6.3609], [-1.9941, -1.8015, -9.4398], [1.4679, 1.3070, -0.1011], [-2.0770, 1.3356, 0.5487], [-0.7733, 3.7270, -3.1371], [4.0699, 1.4216, -6.3561], [4.1550, -1.5178, -4.3917], [-1.7787, 1.5135, -3.8810], [-4.1023, 0.9415, -3.1531], [3.6302, -0.5323, -4.3716], [-2.5839, -3.3082, -3.8729], [3.0515, 5.2804, -4.7827], [-3.4397, 1.3604, -2.3881], [1.1413, 0.3647, -0.5989], [-1.3594, -1.8200, -2.8966], [-1.1293, -2.7793, -6.1229], [2.1716, -0.8021, -12.0802], [0.9451, -0.7895, 1.2032], [-1.5397, -2.3832, -3.8021], [0.9221, -0.8509, -2.6678], [3.1308, 1.0731, -11.6623], [3.9013, 2.9275, -10.9116], [1.4461, 4.1991, -5.7838], [0.7488, 5.0393, -5.7457], [-2.9073, 0.2230, -1.6048], [0.7048, -2.9860, -2.4437], [-2.4267, 0.1944, -0.3540], [-1.0567, 1.1824, 0.9509], [1.5179, -0.4820, -4.8472], [-0.7564, -2.1732, -4.9123], [1.4590, -1.2299, -9.7454], [3.4379, 1.2493, -12.6892], [-3.8425, -4.5096, -5.1055], [-0.1663, 0.6814, -7.8605], [4.1470, 0.0115, -5.1749], [2.7389, 4.3433, -5.2677], [0.9036, -0.8285, 0.1002], [-3.2577, 2.9506, -0.3159], [3.8697, -0.0164, -3.4591], [3.0097, 1.7724, -9.3269], [-2.2025, 2.7910, -0.0277], [0.0141, 2.8616, -6.6921], [2.3235, 0.6036, -8.9497], [1.0178, 1.3229, -2.5864], [-2.3485, -3.2896, -11.4304], [-1.0192, -0.3343, -7.6186], [3.2693, 2.5102, -8.5700], [-1.2866, 3.2259, -1.1343], [-1.9386, 3.4652, 0.8207]]
}


{
  "formula": "C41H43BrKN6OS2",
  "method": "ωB97M-V with the def2-TZVPD basis set",
  "spin_multiplicity": 2,
  "lumo_energy_ev": [3.82, 3.81],
  "s_squared": 0.78,
  "charge": -2,
  "gap_ev": [2.9, 4.9],
  "species": ["C", "H", "C", "C", "C", "H", "C", "S", "C", "C", "C", "H", "C", "C", "N", "C", "C", "H", "H", "H", "C", "C", "H", "H", "H", "Br", "N", "H", "H", "C", "C", "H", "K", "C", "C", "H", "N", "H", "C", "H", "H", "H", "C", "C", "H", "H", "H", "N", "H", "C", "N", "H", "H", "C", "C", "H", "C", "C", "H", "H", "H", "C", "N", "H", "H", "C", "O", "H", "H", "C", "C", "H", "H", "C", "H", "H", "H", "S", "C", "H", "H", "H", "C", "H", "C", "H", "H", "C", "C", "C", "C", "C", "C", "C", "H"],
  "positions_angstrom": [[3.5758, -3.9098, 2.9847], [3.9662, -6.6145, 4.9924], [-4.0653, 2.2620, 4.6427], [3.9071, -3.3362, -0.8144], [-0.1564, 1.2415, -7.5648], [4.2699, -0.1041, 1.4355], [1.6730, -0.5501, -6.4511], [-0.5160, 4.0929, -1.2363], [-4.6189, 0.4191, -1.5308], [-2.5635, 1.0792, -2.6874], [-3.8814, 1.9350, 0.8346], [-5.8080, 3.6106, 1.9881], [0.3430, -2.5263, 2.1199], [2.1696, -6.0927, 3.9333], [3.3547, 1.1432, 0.0933], [5.7149, 1.1561, 0.4587], [-1.2497, 1.8575, 1.4981], [4.9142, -5.0308, -0.4561], [0.5282, -5.3290, 2.7764], [-5.1654, 0.1450, 3.2894], [-3.5487, 1.5260, -1.6046], [7.2711, 2.6166, -0.8862], [-3.3635, 3.0844, 4.7899], [-4.6476, 2.7021, -3.0521], [7.3409, 3.6995, -0.7613], [0.5719, 1.7324, 1.9773], [0.4515, -0.6702, -3.1971], [-4.1853, -0.5125, -1.1603], [5.2218, -4.6500, 4.1313], [-2.1892, 2.0046, 2.4986], [0.6231, -0.0312, -5.6910], [-0.8578, 1.9433, -7.9968], [1.1609, -0.5761, -0.6927], [-4.2003, 2.8387, -2.0625], [-4.6311, 2.2518, 3.2224], [-1.8203, 1.8408, -2.9148], [4.8071, -4.3588, -1.2082], [7.4996, 2.3901, -1.9292], [-5.3501, 3.5864, 2.9776], [5.6824, -3.9559, -1.5066], [-4.9312, 1.9786, 0.5769], [-3.1444, 0.8732, -3.5934], [-1.2445, -2.0845, 3.9145], [4.7688, 2.5821, -1.1829], [-2.3217, -1.0281, 0.8999], [-4.6451, 4.4172, 3.0377], [-5.4562, 0.6819, -0.8841], [3.0947, -3.6957, 0.1256], [-3.4534, 3.6297, -2.1142], [5.9012, 2.1159, -0.5236], [2.1096, -2.8052, 0.5012], [0.6813, -2.9149, 4.2277], [-4.9893, 3.1520, -1.3753], [-2.1445, -1.5650, 2.9572], [-1.6061, 1.7510, 0.1546], [-5.0209, 0.2358, -2.5307], [1.5588, -5.1856, 3.0778], [-2.9628, 1.7358, -0.1964], [-4.8805, 2.3838, 5.3606], [-6.4307, 1.2368, 3.8797], [-2.0362, 0.1698, -2.4094], [2.2441, -4.0759, 2.5906], [-0.5116, -1.9256, 1.2066], [4.1263, -3.0644, 2.5917], [2.6078, -0.5594, -8.3722], [-1.6817, -1.4936, 1.6541], [-0.5997, 1.5195, -0.7461], [0.9885, 1.0265, -9.3648], [2.6163, 2.4314, -1.3231], [3.5240, 2.0792, -0.8382], [3.4870, -5.9082, 4.3237], [-3.1149, -1.1691, 3.2189], [-1.5026, -2.0989, 4.9689], [-0.2925, 0.8683, -6.2384], [-1.0815, 1.2728, -5.6195], [8.0371, 2.1508, -0.2661], [2.3766, -1.2334, -5.9954], [4.0984, -1.8347, -1.6822], [-3.5348, 2.0684, 2.1728], [-6.1369, 3.7422, 3.7216], [-6.1269, 1.0766, 2.1463], [6.5589, 0.7350, 0.9916], [0.8827, 0.7245, -8.3300], [4.8482, 3.3290, -1.9642], [0.5057, -0.4108, -4.3125], [1.6098, -6.9482, 4.2959], [-3.5484, 1.3285, 4.8708], [1.7950, -0.1661, -7.7758], [1.5846, -3.0850, 1.6927], [0.0679, 2.5461, -1.4653], [-0.0290, -2.5421, 3.5005], [-5.6484, 1.1083, 3.1257], [4.1887, -4.8068, 3.8402], [4.4329, 0.6916, 0.7169], [-1.8465, 2.0485, 3.5210]]
}


ΔE to the lowest compared entry with this formula, charge and spin in kcal per mole, matching the order above: 61.02; 26.58; 35.94